C27H43BrN2O2P2Sr as an isolated structure at a distorted geometry. Source: the Open Molecules 2025 dataset; level of theory: the ωB97M-V functional and the def2-TZVPD basis.

* net charge: +2
* HOMO energy: -0.430 hartree
* E: -125213.806 eV

Geometry (Å):
H  -0.05  -4.84  -1.53
H  0.49  1.13  -2.67
H  4.50  -3.14  -2.38
H  3.45  -1.73  -2.48
H  -2.61  -3.04  1.26
Sr  -2.49  1.73  -0.20
C  -1.11  -4.57  -1.50
C  2.14  -0.15  0.05
C  -2.75  5.84  -4.01
H  4.92  -1.67  -1.50
P  2.96  -1.65  0.70
H  4.02  -0.69  2.56
H  -1.68  6.37  -0.37
H  -0.30  4.64  3.17
H  -4.98  -3.04  2.08
C  -3.38  -2.44  0.74
C  2.35  -3.90  2.28
O  -2.21  2.96  1.87
H  5.76  -2.59  0.85
C  -2.00  4.87  -1.94
C  -1.24  -3.08  -1.18
C  3.30  -2.84  -0.61
H  -0.15  2.74  5.36
C  -1.99  6.17  -1.40
C  -2.30  7.24  -2.25
N  -2.61  7.07  -3.54
H  3.39  -3.99  2.62
H  -3.73  -0.19  -1.30
H  -0.72  -2.48  -1.95
H  -5.56  -2.52  0.49
H  0.44  2.20  3.86
N  0.25  3.06  4.47
O  -0.51  1.68  2.64
H  -3.08  5.73  -5.06
C  4.09  -2.30  -1.81
C  5.50  -2.09  1.78
C  1.95  -2.47  1.96
H  2.75  1.06  1.74
C  0.94  1.07  -1.67
C  -4.76  -3.06  1.01
H  -1.54  -4.81  -2.48
C  -0.79  3.79  3.66
H  2.31  -3.22  -0.94
H  -2.56  -1.38  -3.91
H  1.49  3.08  1.01
H  3.82  -3.69  -0.15
H  4.77  -0.17  1.04
C  -2.50  4.69  -3.25
C  -2.95  -0.78  -1.82
C  1.64  -0.06  -1.28
H  -1.60  -5.20  -0.74
C  0.66  2.09  -0.74
C  -0.45  2.96  -0.94
H  -2.58  3.70  -3.71
C  2.18  1.04  0.80
H  6.41  -1.59  2.15
H  -3.60  0.05  -3.73
H  -0.74  -2.84  -0.21
C  -1.38  3.75  -1.26
Br  -0.58  -0.74  0.71
H  -1.61  4.14  4.29
H  5.23  -2.85  2.53
H  2.21  -4.56  1.42
C  -3.36  -0.93  -3.30
H  -4.80  -4.11  0.68
H  1.76  -0.89  -1.96
C  4.41  -1.05  1.59
H  -2.27  8.26  -1.87
H  1.06  3.63  4.68
H  -3.31  -1.42  1.14
H  -4.25  -1.56  -3.40
H  -1.94  -0.33  -1.72
H  1.69  -4.26  3.08
P  -2.96  -2.43  -1.04
C  -1.22  2.75  2.64
H  0.90  -2.43  1.60
C  1.48  2.16  0.42
H  1.97  -1.85  2.86

Results of the Mulliken charge analysis, in e, for atoms 1 through 8: H 0.3482; H 0.5566; H 0.3927; H 0.3420; H 0.1820; Sr 1.5826; C -1.4178; C 0.2278